Entry from OMol25: a single C5H7N molecule (ωB97M-V/def2-TZVPD).

XYZ file:
```
13
Properties=species:S:1:pos:R:3:forces:R:3:mulliken_charge:R:1
C -0.9306 -0.4472 -0.7061 -0.0336 -0.0080 -0.0037 -0.47
C -1.1798 0.2135 0.6435 -0.0443 0.2034 0.1284 -0.11
C 0.6393 -1.3036 0.7935 0.3541 0.0311 -0.1719 -0.37
C 0.5900 -0.4635 -0.4942 0.0356 -0.0546 0.0582 -0.31
C 0.8116 0.9698 -0.0251 0.1502 0.0384 0.0142 -0.51
N -0.2449 1.0084 1.0279 -0.3119 -0.1587 -0.1556 -0.50
H -1.2737 0.2097 -1.5205 0.0989 -0.1234 0.1191 0.30
H -1.3662 -1.4406 -0.8137 0.0447 0.1474 0.1127 0.32
H -2.0548 0.0496 1.2690 0.0237 0.1525 -0.1312 0.38
H 1.3752 -0.8236 1.4751 -0.0328 -0.1343 -0.1622 0.21
H 1.2155 -0.8717 -1.2980 -0.1070 0.0833 0.1201 0.46
H 0.6179 1.7638 -0.7628 0.0251 -0.1571 0.0656 0.31
H 1.8006 1.1355 0.4114 -0.2026 -0.0200 0.0062 0.30
```
Positions in Å, forces in eV/Å.

The total energy comes out at -6783.415 eV. For the HOMO energy, the calculation gives -8.686 eV. The calculation puts the energy relative to the best compared isomer or geometry (same formula, charge and spin) at 491.8 kJ/mol. Its charge is 0.